Below is a cluster of 8 separate species, C17H53FN2O7P2 in total in a non-equilibrium geometry, with properties calculated with ωB97M-V/def2-TZVPD.

Computed properties:
2S+1: 1
M (g mol⁻¹): 478.56
Gap between HOMO and LUMO (eV): 9.1
SMILES string: C[C@@H](F)CP(N)[PH2]=N.CCO.CCO.CCO.CCO.CCO.CCO.CCO
DFT total energy (eV): -57093.246

Each atom is followed by the atoms it is bonded to, with distances in Å.
CARTESIAN COORDINATES (ANGSTROEM)
1 C -0.3605 -3.6186 2.4190  C2 1.528, H9 1.089, H10 1.087, H11 1.088
2 C -1.3175 -2.6105 1.7843  C1 1.528, F3 1.418, C4 1.534, H12 1.090
3 F -0.4852 -1.6426 1.1676  C2 1.418
4 C -2.2080 -3.1909 0.6781  C2 1.534, P5 1.862, H13 1.088, H14 1.092
5 P -4.0122 -3.4343 1.0708  C4 1.862, N6 1.756, P7 2.192
6 N -4.0711 -5.0573 1.7383  P5 1.756, H15 1.011, H16 1.013
7 P -4.5236 -2.1628 2.7817  P5 2.192, N8 1.586, H17 1.421, H18 1.422
8 N -6.0849 -1.9368 2.9465  P7 1.586, H19 1.019
9 H 0.5048 -3.6820 1.7606  C1 1.089
10 H -0.8205 -4.5903 2.5769  C1 1.087
11 H 0.0129 -3.1932 3.3485  C1 1.088
12 H -1.8526 -2.0696 2.5642  C2 1.090
13 H -2.1501 -2.5305 -0.1848  C4 1.088
14 H -1.7875 -4.1574 0.3921  C4 1.092
15 H -3.1866 -5.5336 1.6212  N6 1.011
16 H -4.3553 -5.0654 2.7101  N6 1.013
17 H -3.9437 -2.7324 3.9478  P7 1.421
18 H -3.7849 -0.9634 2.5864  P7 1.422
19 H -6.5637 -2.4292 2.1944  N8 1.019
20 C -1.2301 2.2456 0.8728  C21 1.516, H23 1.091, H24 1.091, H25 1.093
21 C -0.6283 1.9286 2.2280  C20 1.516, O22 1.424, H26 1.089, H27 1.097
22 O -1.2926 0.8405 2.8625  C21 1.424, H28 0.962
23 H -2.2887 2.4894 0.9706  C20 1.091
24 H -0.7151 3.0860 0.4061  C20 1.091
25 H -1.1551 1.3814 0.2073  C20 1.093
26 H -0.7184 2.7836 2.8963  C21 1.089
27 H 0.4365 1.6879 2.1241  C21 1.097
28 H -1.2024 0.0762 2.2852  O22 0.962
29 C 4.4188 2.2744 0.5437  C30 1.517, H32 1.090, H33 1.091, H34 1.093
30 C 3.1329 3.0543 0.7420  C29 1.517, O31 1.428, H35 1.088, H36 1.096
31 O 2.1261 2.6505 -0.1865  C30 1.428, H37 0.963
32 H 4.7926 2.4071 -0.4721  C29 1.090
33 H 5.1878 2.6019 1.2446  C29 1.091
34 H 4.2489 1.2050 0.6937  C29 1.093
35 H 3.3010 4.1165 0.5735  C30 1.088
36 H 2.7574 2.9244 1.7629  C30 1.096
37 H 1.9551 1.7133 -0.0467  O31 0.963
38 C 1.2022 2.8228 -4.4360  C39 1.517, H41 1.091, H42 1.090, H43 1.093
39 C 2.5853 3.1599 -3.9109  C38 1.517, O40 1.422, H44 1.091, H45 1.097
40 O 2.5466 4.1631 -2.9045  C39 1.422, H46 0.964
41 H 0.7254 3.7164 -4.8426  C38 1.091
42 H 1.2459 2.0617 -5.2153  C38 1.090
43 H 0.5649 2.4522 -3.6296  C38 1.093
44 H 3.2138 3.5454 -4.7147  C39 1.091
45 H 3.0660 2.2635 -3.5000  C39 1.097
46 H 2.0105 3.8191 -2.1806  O40 0.964
47 C 0.1173 0.3614 -8.9616  C48 1.517, H50 1.090, H51 1.091, H52 1.093
48 C 0.3665 1.2111 -7.7295  C47 1.517, O49 1.427, H53 1.089, H54 1.096
49 O 0.2912 0.4406 -6.5312  C48 1.427, H55 0.963
50 H -0.8610 -0.1160 -8.9012  C47 1.090
51 H 0.1576 0.9650 -9.8694  C47 1.091
52 H 0.8649 -0.4314 -9.0419  C47 1.093
53 H -0.3899 1.9893 -7.6435  C48 1.089
54 H 1.3474 1.6958 -7.7912  C48 1.096
55 H 0.9614 -0.2487 -6.5827  O49 0.963
56 C -8.9269 -0.5346 5.6323  C57 1.518, H59 1.090, H60 1.092, H61 1.092
57 C -9.5015 -1.9351 5.5181  C56 1.518, O58 1.421, H62 1.090, H63 1.096
58 O -9.0454 -2.5940 4.3440  C57 1.421, H64 0.966
59 H -9.1955 0.0569 4.7569  C56 1.090
60 H -9.2975 -0.0288 6.5264  C56 1.092
61 H -7.8365 -0.5688 5.6791  C56 1.092
62 H -10.5883 -1.8966 5.4519  C57 1.090
63 H -9.2369 -2.5306 6.3998  C57 1.096
64 H -8.0814 -2.6370 4.3810  O58 0.966
65 C 3.1420 -1.0137 4.4335  C66 1.518, H68 1.091, H69 1.091, H70 1.093
66 C 3.2017 -2.4891 4.7855  C65 1.518, O67 1.427, H71 1.089, H72 1.095
67 O 2.8239 -3.3100 3.6816  C66 1.427, H73 0.962
68 H 2.1372 -0.7404 4.1078  C65 1.091
69 H 3.4127 -0.3942 5.2896  C65 1.091
70 H 3.8269 -0.7851 3.6130  C65 1.093
71 H 2.5060 -2.7165 5.5917  C66 1.089
72 H 4.2077 -2.7650 5.1180  C66 1.095
73 H 3.4367 -3.1319 2.9611  O67 0.962
74 C 6.7829 1.7877 -5.0937  C75 1.518, H77 1.091, H78 1.091, H79 1.093
75 C 6.3778 2.1662 -3.6810  C74 1.518, O76 1.427, H80 1.088, H81 1.095
76 O 7.1295 1.4423 -2.7078  C75 1.427, H82 0.962
77 H 6.6463 0.7176 -5.2535  C74 1.091
78 H 6.1904 2.3315 -5.8314  C74 1.091
79 H 7.8382 2.0122 -5.2667  C74 1.093
80 H 5.3310 1.9243 -3.5102  C75 1.088
81 H 6.5080 3.2406 -3.5159  C75 1.095
82 H 8.0590 1.6552 -2.8366  O76 0.962

Below is a cluster of 11 separate species, C17H53O16PS in total in a non-equilibrium geometry, with properties calculated with ωB97M-V/def2-TZVPD.

Computed properties:
2S+1: 1
M (g mol⁻¹): 576.64
Gap between HOMO and LUMO (eV): 9.7
SMILES string: COCCC[C@H]1OC(=O)O[C@H]1P(O)(O)=S.CO.CO.CO.CO.CO.CO.CO.CO.CO.CO
DFT total energy (eV): -71368.555

Each atom is followed by the atoms it is bonded to, with distances in Å.
CARTESIAN COORDINATES (ANGSTROEM)
1 C 1.0815 0.8743 4.4071  O2 1.446, H16 1.111, H17 1.111, H18 1.108
2 O 1.4900 0.1837 3.2038  C1 1.446, C3 1.432
3 C 1.0774 -1.1863 3.2529  O2 1.432, C4 1.559, H19 1.116, H20 1.121
4 C 0.4172 -1.7109 1.9421  C3 1.559, C5 1.566, H21 1.109, H22 1.131
5 C -0.1486 -0.6119 0.9806  C4 1.566, C6 1.560, H23 1.115, H24 1.113
6 C -1.1231 0.4347 1.6046  C5 1.560, O7 1.476, C11 1.559, H25 1.105
7 O -1.1013 1.5039 0.5868  C6 1.476, C8 1.387
8 C -2.1466 1.2636 -0.2923  O7 1.387, O9 1.152, O10 1.420
9 O -2.4654 1.9085 -1.1919  C8 1.152
10 O -2.8123 0.0877 0.1428  C8 1.420, C11 1.433
11 C -2.6646 0.2067 1.5636  C6 1.559, O10 1.433, P12 1.860, H26 1.124
12 P -3.4840 -1.0158 2.7007  C11 1.860, O13 1.628, O14 1.673, S15 1.921
13 O -4.3281 -2.0424 1.7606  P12 1.628, H27 0.974
14 O -4.6285 -0.1356 3.5460  P12 1.673, H28 0.977
15 S -2.3323 -1.8295 4.0060  P12 1.921
16 H 1.2136 1.9639 4.2335  C1 1.111
17 H -0.0111 0.7081 4.5207  C1 1.111
18 H 1.5948 0.4987 5.3147  C1 1.108
19 H 0.4722 -1.3822 4.1699  C3 1.116
20 H 2.0093 -1.7908 3.4035  C3 1.121
21 H -0.3717 -2.4743 2.1017  C4 1.109
22 H 1.2330 -2.2421 1.3665  C4 1.131
23 H -0.6397 -1.1452 0.1330  C5 1.115
24 H 0.7309 -0.0504 0.5947  C5 1.113
25 H -0.8394 0.9471 2.5420  C6 1.105
26 H -3.1846 1.1784 1.7841  C11 1.124
27 H -4.4707 -2.8846 2.2282  O13 0.974
28 H -4.1329 0.6625 3.8148  O14 0.977
29 C -1.4555 2.1986 7.1927  O30 1.420, H31 1.089, H32 1.093, H33 1.092
30 O -0.9998 1.1227 6.3848  C29 1.420, H34 0.967
31 H -0.8335 3.0705 6.9956  C29 1.089
32 H -2.4946 2.4294 6.9436  C29 1.093
33 H -1.3767 1.9274 8.2473  C29 1.092
34 H -1.5673 0.3645 6.5806  O30 0.967
35 C -2.6360 -2.1222 -2.4911  O36 1.423, H37 1.089, H38 1.093, H39 1.093
36 O -2.3432 -2.8865 -1.3273  C35 1.423, H40 0.965
37 H -2.0055 -2.4711 -3.3075  C35 1.089
38 H -3.6855 -2.2523 -2.7660  C35 1.093
39 H -2.4285 -1.0661 -2.3030  C35 1.093
40 H -2.9129 -2.5587 -0.6212  O36 0.965
41 C 2.9834 -2.0784 -1.4943  O42 1.425, H43 1.088, H44 1.093, H45 1.092
42 O 2.9832 -2.2271 -0.0766  C41 1.425, H46 0.964
43 H 2.3506 -2.8539 -1.9203  C41 1.088
44 H 2.5853 -1.0976 -1.7669  C41 1.093
45 H 3.9977 -2.1869 -1.8837  C41 1.092
46 H 3.5470 -1.5331 0.2826  O42 0.964
47 C 5.4610 0.7678 2.9630  O48 1.422, H49 1.089, H50 1.094, H51 1.091
48 O 4.4986 0.3607 3.9272  C47 1.422, H52 0.965
49 H 6.4572 0.5946 3.3667  C47 1.089
50 H 5.3369 0.1841 2.0456  C47 1.094
51 H 5.3380 1.8302 2.7471  C47 1.091
52 H 3.6306 0.5279 3.5399  O48 0.965
53 C -1.4423 -3.1040 -6.5672  O54 1.428, H55 1.087, H56 1.093, H57 1.092
54 O -0.2262 -2.7816 -5.8922  C53 1.428, H58 0.963
55 H -1.3757 -2.7412 -7.5895  C53 1.087
56 H -1.5897 -4.1867 -6.5776  C53 1.093
57 H -2.2823 -2.6194 -6.0661  C53 1.092
58 H -0.3021 -3.1087 -4.9891  O54 0.963
59 C -0.8875 1.0079 -7.0401  O60 1.423, H61 1.089, H62 1.094, H63 1.090
60 O -1.3168 -0.3222 -7.3084  C59 1.423, H64 0.965
61 H -1.6064 1.7009 -7.4757  C59 1.089
62 H -0.8386 1.1700 -5.9591  C59 1.094
63 H 0.0936 1.1796 -7.4839  C59 1.090
64 H -0.6655 -0.9149 -6.9129  O60 0.965
65 C 3.2608 4.0466 2.0272  O66 1.423, H67 1.088, H68 1.093, H69 1.094
66 O 3.7255 2.9708 1.2208  C65 1.423, H70 0.964
67 H 3.8660 4.9254 1.8137  C65 1.088
68 H 2.2151 4.2645 1.7948  C65 1.093
69 H 3.3586 3.7906 3.0862  C65 1.094
70 H 3.1765 2.2048 1.4253  O66 0.964
71 C -4.3833 -0.6455 7.3944  O72 1.424, H73 1.088, H74 1.092, H75 1.093
72 O -3.1956 -0.3326 8.1153  C71 1.424, H76 0.963
73 H -4.2698 -0.2800 6.3758  C71 1.088
74 H -4.5371 -1.7266 7.3742  C71 1.092
75 H -5.2418 -0.1559 7.8609  C71 1.093
76 H -3.3018 -0.6594 9.0147  O72 0.963
77 C 2.5093 -1.0164 -6.0679  O78 1.424, H79 1.089, H80 1.093, H81 1.090
78 O 3.1428 -2.0779 -5.3620  C77 1.424, H82 0.963
79 H 2.4909 -0.1347 -5.4298  C77 1.089
80 H 3.0677 -0.7891 -6.9798  C77 1.093
81 H 1.4876 -1.3013 -6.3197  C77 1.090
82 H 3.1473 -2.8456 -5.9433  O78 0.963
83 C 1.1942 3.8598 -8.2243  O84 1.423, H85 1.088, H86 1.093, H87 1.093
84 O 1.5368 3.0914 -7.0768  C83 1.423, H88 0.963
85 H 1.7999 3.5194 -9.0618  C83 1.088
86 H 0.1367 3.7221 -8.4656  C83 1.093
87 H 1.3963 4.9180 -8.0407  C83 1.093
88 H 0.9910 3.4078 -6.3488  O84 0.963

Below is a cluster of 12 separate species, C17H54ClFN4O13PS in total in a non-equilibrium geometry, with properties calculated with ωB97M-V/def2-TZVPD.

Computed properties:
2S+1: 1
M (g mol⁻¹): 640.13
Total charge: +1
Gap between HOMO and LUMO (eV): 8.4
DFT total energy (eV): -86430.375

Each atom is followed by the atoms it is bonded to, with distances in Å.
CARTESIAN COORDINATES (ANGSTROEM)
1 C 0.4990 1.8465 1.8902  N2 1.455, H17 1.114, H18 1.113, H19 1.118
2 N 0.0509 1.5716 0.5331  C1 1.455, C3 1.354, N11 1.359
3 C -1.0809 1.7808 -0.1808  N2 1.354, N4 1.345, N8 1.368
4 N -2.2105 2.3341 0.2963  C3 1.345, F5 1.367, P6 1.754
5 F -3.2182 2.4435 -0.6215  N4 1.367
6 P -2.6014 2.8924 1.9120  N4 1.754, S7 1.944, H20 1.426, H21 1.426
7 S -2.7244 1.3748 3.1201  P6 1.944
8 N -1.0333 1.3795 -1.4876  C3 1.368, C9 1.399
9 C 0.2591 0.8455 -1.5360  N8 1.399, Cl10 1.760, N11 1.331
10 Cl 0.8638 0.1381 -3.0296  C9 1.760
11 N 0.8682 0.9502 -0.3567  N2 1.359, C9 1.331, C12 1.474
12 C 2.2332 0.4291 -0.1586  N11 1.474, C13 1.591, H22 1.111, H23 1.110
13 C 2.3196 -0.7068 0.9516  C12 1.591, O14 1.448, H24 1.105, H25 1.119
14 O 3.1999 -0.2051 1.9856  C13 1.448, C15 1.399
15 C 2.6708 -0.5571 3.2316  O14 1.399, O16 1.170, H26 1.120
16 O 2.9366 -1.5410 3.8070  C15 1.170
17 H 0.1937 1.0210 2.5734  C1 1.114
18 H 1.6061 1.8997 1.9905  C1 1.113
19 H 0.1061 2.7901 2.3435  C1 1.118
20 H -3.8734 3.5358 1.9025  P6 1.426
21 H -1.6883 3.8829 2.3795  P6 1.426
22 H 2.9244 1.2674 0.0711  C12 1.111
23 H 2.6332 -0.0374 -1.0830  C12 1.110
24 H 2.6817 -1.6644 0.5370  C13 1.105
25 H 1.2768 -0.8198 1.3408  C13 1.119
26 H 1.9555 0.1755 3.6864  C15 1.120
27 C -0.4637 4.7044 -3.3026  O28 1.417, H29 1.087, H30 1.093, H31 1.095
28 O 0.9206 4.5651 -3.0321  C27 1.417, H32 0.962
29 H -0.6007 5.3750 -4.1470  C27 1.087
30 H -0.8908 3.7250 -3.5321  C27 1.093
31 H -0.9618 5.1349 -2.4281  C27 1.095
32 H 0.9954 3.9747 -2.2761  O28 0.962
33 C 1.1215 -3.7858 -0.6132  O34 1.433, H35 1.088, H36 1.095, H37 1.090
34 O 2.1544 -3.0013 -1.2231  C33 1.433, H38 0.961
35 H 1.5779 -4.6417 -0.1213  C33 1.088
36 H 0.5889 -3.1826 0.1299  C33 1.095
37 H 0.4261 -4.1355 -1.3765  C33 1.090
38 H 1.7298 -2.2523 -1.6509  O34 0.961
39 C -6.3430 -0.3728 1.3584  O40 1.425, H41 1.088, H42 1.092, H43 1.094
40 O -6.3867 1.0176 1.6663  C39 1.425, H44 0.962
41 H -7.3216 -0.8041 1.5586  C39 1.088
42 H -6.0951 -0.5096 0.3042  C39 1.092
43 H -5.5949 -0.8675 1.9844  C39 1.094
44 H -5.5124 1.3734 1.4822  O40 0.962
45 C -0.5322 5.9689 0.6801  O46 1.427, H47 1.089, H48 1.095, H49 1.091
46 O -1.7179 5.3174 0.2263  C45 1.427, H50 0.964
47 H -0.5972 6.0942 1.7599  C45 1.089
48 H 0.3457 5.3600 0.4388  C45 1.095
49 H -0.4414 6.9486 0.2093  C45 1.091
50 H -1.6401 5.2183 -0.7292  O46 0.964
51 C 2.0018 4.2775 4.3152  O52 1.433, H53 1.088, H54 1.093, H55 1.090
52 O 1.0203 4.5291 3.3023  C51 1.433, H56 0.964
53 H 1.5465 3.6797 5.1020  C51 1.088
54 H 2.8451 3.7293 3.8866  C51 1.093
55 H 2.3482 5.2217 4.7351  C51 1.090
56 H 1.4466 5.0594 2.6200  O52 0.964
57 C 0.8420 6.2921 6.9333  O58 1.423, H59 1.089, H60 1.094, H61 1.092
58 O 2.2331 6.1606 7.2024  C57 1.423, H62 0.963
59 H 0.7132 6.9463 6.0729  C57 1.089
60 H 0.4144 5.3107 6.7083  C57 1.094
61 H 0.3326 6.7283 7.7951  C57 1.092
62 H 2.3257 5.5799 7.9650  O58 0.963
63 C -4.5500 -2.3437 -1.9297  O64 1.426, H65 1.088, H66 1.092, H67 1.094
64 O -4.5849 -0.9498 -1.6298  C63 1.426, H68 0.963
65 H -5.5326 -2.7650 -1.7255  C63 1.088
66 H -4.3052 -2.4954 -2.9826  C63 1.092
67 H -3.8064 -2.8434 -1.3021  C63 1.094
68 H -3.7092 -0.5960 -1.8164  O64 0.963
69 C 6.2058 -2.8644 -1.4694  O70 1.427, H71 1.088, H72 1.092, H73 1.092
70 O 5.3556 -1.7515 -1.1963  C69 1.427, H74 0.964
71 H 7.1882 -2.4934 -1.7521  C69 1.088
72 H 6.2980 -3.4856 -0.5755  C69 1.092
73 H 5.7963 -3.4567 -2.2908  C69 1.092
74 H 4.4945 -2.1062 -0.9490  O70 0.964
75 C -3.9817 -5.3845 -3.6582  O76 1.425, H77 1.088, H78 1.092, H79 1.094
76 O -3.4354 -4.3047 -4.4100  C75 1.425, H80 0.963
77 H -3.7271 -5.2430 -2.6097  C75 1.088
78 H -5.0688 -5.4020 -3.7650  C75 1.092
79 H -3.5574 -6.3293 -4.0091  C75 1.094
80 H -3.6713 -4.4487 -5.3327  O76 0.963
81 C 4.4728 -5.8688 -4.0005  O82 1.423, H83 1.088, H84 1.094, H85 1.093
82 O 5.4966 -5.0881 -4.6065  C81 1.423, H86 0.963
83 H 4.9290 -6.7242 -3.5069  C81 1.088
84 H 3.9375 -5.2669 -3.2600  C81 1.094
85 H 3.7770 -6.2224 -4.7659  C81 1.093
86 H 5.0674 -4.3405 -5.0347  O82 0.963
87 C -1.1997 -6.6980 -1.6143  O88 1.425, H89 1.089, H90 1.092, H91 1.092
88 O -0.6614 -5.6155 -2.3693  C87 1.425, H92 0.964
89 H -0.9431 -6.5571 -0.5658  C87 1.089
90 H -2.2862 -6.7177 -1.7183  C87 1.092
91 H -0.7754 -7.6410 -1.9653  C87 1.092
92 H -0.9013 -5.7623 -3.2911  O88 0.964

> Which value of M does entry 3 give?

640.13 g mol⁻¹

> The highest gap between HOMO and LUMO belongs to which entry?

C17H53O16PS

> The highest gap between HOMO and LUMO belongs to which entry?

C17H53O16PS

> M of number 2 (C17H53O16PS)?

576.64 g mol⁻¹